Molecular formula: C24H64FNO21P5
Method: DFT, ωB97M-V/def2-TZVPD

F_max = 4.68 eV Å⁻¹
Electronic energy = -4394.31698 a.u.
HOMO-LUMO gap = 8.8 eV
Charge = +1

Last column: Mulliken charge in e.
Atoms and positions in Å:
1 C 0.3278 2.1143 -0.9849  -0.05
2 C -0.1822 3.6536 -1.2325  -0.41
3 C -0.5464 4.4877 0.1341  -0.47
4 O 0.0122 3.9243 1.3731  -0.41
5 C 1.4575 4.1687 1.4981  -0.17
6 C 2.1025 2.7255 1.9327  -0.60
7 C 3.6447 3.1145 2.3285  -0.10
8 C 4.8214 3.1166 1.1877  0.22
9 C 4.3068 3.3791 -0.3460  -0.82
10 F 5.4324 1.7381 1.2119  -0.34
11 C 3.3112 4.5249 3.1459  -0.65
12 N 1.9892 5.0813 2.5814  0.02
13 H -0.1777 1.5631 -0.0840  -0.12
14 H 0.0971 1.4974 -1.9643  0.39
15 H 1.5015 2.0428 -0.8307  -0.28
16 H -1.1306 3.5929 -1.9385  0.32
17 H 0.7073 4.2535 -1.7554  0.22
18 H -0.1836 5.6100 -0.0039  0.27
19 H -1.7349 4.5389 0.1834  0.34
20 H 1.7624 4.6767 0.4881  0.21
21 H 1.8710 1.7592 1.3154  0.23
22 H 1.6098 2.5593 3.0040  0.28
23 H 3.9700 2.2334 3.0266  0.41
24 H 5.6351 3.9013 1.5187  0.26
25 H 5.2663 3.4966 -1.0461  0.37
26 H 3.6775 4.3529 -0.5033  0.17
27 H 3.6860 2.4625 -0.7817  0.17
28 H 3.1990 4.0995 4.2553  0.24
29 H 4.2722 5.1864 3.0495  0.35
30 H 1.3307 5.2440 3.3995  0.46
31 H 2.2888 6.0609 2.3408  0.46
32 C -2.4855 1.1956 2.4786  -0.75
33 O -3.5634 0.3030 2.2875  -0.28
34 P -3.2593 -1.2730 2.4202  0.81
35 O -2.7253 -1.6961 3.7528  -0.74
36 O -2.2783 -1.5898 1.1834  -0.26
37 C -2.5506 -1.0291 -0.0831  0.20
38 O -4.6527 -1.9508 1.9842  -0.05
39 C -5.3669 -2.6615 2.9806  -0.61
40 H -2.7432 1.9021 3.2705  0.37
41 H -1.5632 0.6725 2.7477  0.37
42 H -2.3197 1.7490 1.5500  0.20
43 H -1.8402 -0.2173 -0.2602  -0.07
44 H -3.5692 -0.6394 -0.1551  -0.01
45 H -2.4063 -1.7941 -0.8495  0.12
46 H -6.4231 -2.6984 2.7015  0.15
47 H -5.2830 -2.1763 3.9567  0.34
48 H -4.9808 -3.6825 3.0399  0.27
49 C -10.6424 -2.4982 -0.9084  -0.72
50 O -9.5906 -1.5680 -1.0616  -0.31
51 P -8.7767 -1.1381 0.2601  0.92
52 O -8.1036 -2.2680 0.9743  -0.65
53 O -9.8602 -0.3453 1.1488  -0.31
54 C -10.7315 0.5752 0.5274  -0.67
55 O -7.8000 0.0240 -0.2756  -0.34
56 C -6.4083 -0.2427 -0.2627  -0.74
57 H -10.4616 -3.3526 -1.5641  0.27
58 H -10.7326 -2.8484 0.1241  0.35
59 H -11.5803 -2.0183 -1.2019  0.27
60 H -11.7238 0.1212 0.4639  0.26
61 H -10.3968 0.8530 -0.4754  0.33
62 H -10.7969 1.4750 1.1435  0.27
63 H -5.9178 0.3978 -1.0002  0.29
64 H -6.1978 -1.2855 -0.5144  0.39
65 H -6.0077 -0.0125 0.7280  0.35
66 C -0.4832 -5.3121 -1.9757  -0.70
67 O 0.5295 -4.8342 -2.8365  -0.32
68 P 0.2479 -3.4607 -3.6291  0.65
69 O -0.0132 -2.2760 -2.7527  -0.64
70 O -0.9614 -3.8241 -4.6281  -0.31
71 C -0.9427 -5.0500 -5.3276  -0.73
72 O 1.5225 -3.3349 -4.6041  0.16
73 C 2.4160 -2.2610 -4.3666  -0.79
74 H -0.0688 -5.4399 -0.9734  0.28
75 H -1.3370 -4.6297 -1.9288  0.31
76 H -0.8268 -6.2830 -2.3437  0.28
77 H -1.6690 -5.7223 -4.8634  0.27
78 H 0.0437 -5.5206 -5.3159  0.35
79 H -1.2413 -4.8733 -6.3635  0.27
80 H 3.3954 -2.5168 -4.7792  0.24
81 H 2.5308 -2.0642 -3.2974  0.37
82 H 2.0429 -1.3654 -4.8703  0.32
83 C 6.3277 -5.4674 -8.9768  -0.72
84 O 5.0568 -4.8672 -9.1169  -0.33
85 P 3.9848 -5.1071 -7.9391  0.98
86 O 4.4199 -4.6251 -6.5907  -0.66
87 O 3.6709 -6.6848 -8.0083  -0.30
88 C 3.4890 -7.3045 -9.2634  -0.68
89 O 2.6467 -4.4269 -8.5205  -0.27
90 C 2.1608 -3.2771 -7.8498  -0.40
91 H 7.0966 -4.6947 -9.0422  0.27
92 H 6.4282 -5.9967 -8.0247  0.35
93 H 6.4709 -6.1801 -9.7939  0.26
94 H 4.3835 -7.8901 -9.4912  0.26
95 H 3.3181 -6.5802 -10.0640  0.34
96 H 2.6331 -7.9808 -9.2057  0.27
97 H 1.5487 -2.6943 -8.5431  0.31
98 H 2.9787 -2.6450 -7.4941  0.31
99 H 1.5397 -3.5891 -7.0061  0.02
100 C 6.6627 3.6584 8.7768  -0.70
101 O 5.2835 3.5677 9.0679  -0.30
102 P 4.3015 4.6343 8.3663  0.84
103 O 4.3157 4.6065 6.8700  -0.51
104 O 4.7339 6.0472 9.0061  -0.32
105 C 4.9949 6.1343 10.3905  -0.66
106 O 2.8785 4.3253 9.0525  -0.29
107 C 1.8566 3.8067 8.2190  -0.61
108 H 7.0084 2.6998 8.3843  0.26
109 H 6.8767 4.4452 8.0475  0.34
110 H 7.2025 3.8782 9.7021  0.27
111 H 6.0764 6.2050 10.5332  0.26
112 H 4.6139 5.2702 10.9408  0.33
113 H 4.5298 7.0411 10.7840  0.26
114 H 1.1345 3.2670 8.8372  0.25
115 H 2.2595 3.1158 7.4736  0.30
116 H 1.3460 4.6342 7.7195  0.25